No. 1
{"formula": "C12H38N10O6", "method": "ωB97M-V/def2-TZVPD", "max_force_ev_per_a": 2.10, "e_tot_ev": -40249.886, "smiles": "COC[C@H](C)N.COC[C@H](C)N.NC(N)=O.NC(N)=O.NC(N)=O.NC(N)=O", "relative_energy_kj_mol": 55.4, "orbital_gap_ev": 9.5, "e_lumo_ev": 0.3, "homo_energy_ev": -9.2, "symbols": ["C", "O", "C", "C", "C", "N", "H", "H", "H", "H", "H", "H", "H", "H", "H", "H", "H", "C", "O", "C", "C", "C", "N", "H", "H", "H", "H", "H", "H", "H", "H", "H", "H", "H", "N", "C", "N", "O", "H", "H", "H", "H", "N", "C", "N", "O", "H", "H", "H", "H", "N", "C", "N", "O", "H", "H", "H", "H", "N", "C", "N", "O", "H", "H", "H", "H"], "xyz": [[-2.6877, 1.2003, -2.3577], [-1.6010, 0.7289, -1.5494], [-1.5921, 1.2387, -0.2259], [-1.2175, 2.6916, -0.1306], [0.2217, 2.9886, -0.5402], [-1.5530, 3.1531, 1.2346], [-2.3733, 2.0899, -2.8967], [-3.5809, 1.3487, -1.7466], [-2.9501, 0.3876, -3.0373], [-2.5404, 1.0465, 0.2862], [-0.8285, 0.6474, 0.2989], [-1.8673, 3.2826, -0.7887], [0.9192, 2.3993, 0.0640], [0.4566, 4.0417, -0.4017], [0.3633, 2.6987, -1.5849], [-1.1283, 2.5129, 1.9083], [-1.0692, 4.0288, 1.4086], [-3.1083, -2.1246, 3.5043], [-3.1826, -3.1099, 2.5215], [-2.0452, -3.1740, 1.6922], [-1.9437, -2.0466, 0.6888], [-3.1161, -1.9300, -0.2796], [-0.6547, -2.2130, -0.0411], [-2.2476, -2.2561, 4.1763], [-4.0017, -2.1336, 4.1289], [-3.0418, -1.0943, 3.1268], [-1.1525, -3.2390, 2.3308], [-2.0926, -4.1357, 1.1664], [-1.8855, -1.1072, 1.2506], [-3.1810, -2.8202, -0.9071], [-2.9465, -1.0368, -0.8830], [-4.0669, -1.7690, 0.2328], [-0.8055, -1.9420, -1.0107], [-0.4943, -3.2161, -0.1313], [3.2443, 1.1189, 0.7116], [2.1248, 0.4106, 1.0840], [2.1095, -0.8461, 0.5370], [1.3330, 0.8066, 1.9364], [3.3242, 2.0836, 0.9701], [3.8259, 0.7357, -0.0215], [1.1990, -1.2942, 0.5401], [2.8382, -1.0620, -0.1255], [1.5495, 0.0740, -2.7112], [1.0809, -0.9605, -3.4681], [-0.2717, -1.1461, -3.3369], [1.7980, -1.6790, -4.1453], [0.9327, 0.5150, -2.0520], [2.5313, 0.2710, -2.6681], [-0.7503, -0.5244, -2.6947], [-0.7361, -1.7949, -3.9416], [5.3579, -1.3889, -3.3109], [5.1460, -0.3564, -2.4545], [5.7264, 0.8289, -2.8028], [4.4575, -0.4873, -1.4436], [5.6508, -1.2206, -4.2562], [4.9288, -2.2728, -3.1059], [6.3756, 0.8649, -3.5659], [5.6035, 1.5974, -2.1716], [-1.4506, 1.3618, 2.9565], [-1.1095, 1.2579, 4.2814], [0.0637, 0.5888, 4.4913], [-1.8036, 1.7027, 5.1800], [-2.3790, 1.6399, 2.7037], [-0.7914, 1.0473, 2.2627], [0.4274, 0.5665, 5.4245], [0.6584, 0.4245, 3.6895]], "mulliken_charge": [-1.100, -0.005, -0.708, 0.684, -1.167, -0.772, 0.291, 0.422, 0.317, 0.573, -0.281, 0.370, 0.001, 0.465, 0.341, 0.468, 0.287, -0.664, -0.398, -1.138, 2.286, -1.400, -0.466, 0.301, 0.336, 0.154, 0.449, 0.439, -1.102, 0.360, 0.202, 0.380, 0.078, 0.299, -0.314, 0.381, -0.285, -0.708, 0.241, 0.319, 0.182, 0.318, -0.261, 0.508, -0.172, -0.703, 0.154, 0.102, 0.065, 0.194, -0.452, 0.658, -0.412, -0.715, 0.186, 0.223, 0.176, 0.208, -0.216, 0.303, -0.280, -0.714, 0.258, -0.039, 0.222, 0.273]}

---

No. 2
{"formula": "C12H38O10", "method": "ωB97M-V/def2-TZVPD", "max_force_ev_per_a": 15.62, "e_tot_ev": -33515.261, "relative_energy_kj_mol": 1741.7, "orbital_gap_ev": 7.2, "e_lumo_ev": -0.3, "homo_energy_ev": -7.5, "symbols": ["C", "O", "H", "H", "H", "H", "C", "O", "H", "H", "H", "H", "C", "C", "O", "O", "H", "H", "H", "H", "H", "H", "C", "C", "O", "O", "H", "H", "H", "H", "H", "H", "C", "C", "O", "O", "H", "H", "H", "H", "H", "H", "C", "C", "O", "H", "H", "H", "H", "H", "H", "C", "C", "O", "H", "H", "H", "H", "H", "H"], "xyz": [[-17.2291, -19.1835, -6.6686], [-17.6677, -20.4984, -7.0679], [-16.1459, -19.2741, -6.7501], [-17.6612, -18.4007, -7.2919], [-17.4187, -18.9983, -5.6113], [-17.5622, -21.1472, -6.3681], [-19.0511, -21.9813, -12.0697], [-19.8652, -22.2222, -10.9209], [-19.6511, -21.6776, -12.9275], [-18.2847, -21.2611, -11.7831], [-18.4685, -22.8695, -12.3138], [-19.3328, -22.4679, -10.1607], [-18.5177, -20.5459, -9.3103], [-19.1582, -21.7834, -8.7065], [-18.8621, -22.9491, -9.4396], [-18.7235, -19.4723, -8.5087], [-18.9436, -20.3311, -10.2904], [-17.4455, -20.7194, -9.4014], [-20.2396, -21.6481, -8.6835], [-18.7446, -21.8807, -7.7027], [-17.9052, -23.0170, -9.4044], [-18.2897, -19.5352, -7.6546], [-20.2288, -17.7371, -9.3487], [-19.8370, -16.3597, -8.7301], [-18.5501, -15.9432, -9.2586], [-20.6928, -17.6076, -10.6365], [-20.9944, -18.0870, -8.6562], [-19.4220, -18.4686, -9.3031], [-19.6932, -16.4195, -7.6513], [-20.6384, -15.6443, -8.9144], [-18.6177, -15.7202, -10.1899], [-20.6847, -18.4447, -11.1064], [-21.1921, -23.8922, -10.6544], [-21.1085, -23.5258, -9.1298], [-22.3787, -23.3845, -8.4507], [-21.6990, -25.1912, -10.8882], [-20.1913, -23.8393, -11.0828], [-21.7094, -23.0686, -11.1465], [-20.7799, -22.4872, -9.1671], [-20.3403, -24.0901, -8.6011], [-22.2602, -23.0230, -7.5693], [-22.1739, -25.1885, -11.7225], [-17.0157, -24.6241, -6.1350], [-18.0022, -24.1489, -7.1704], [-19.3120, -24.4826, -6.8339], [-15.9956, -24.2674, -6.2775], [-17.0528, -25.7097, -6.0447], [-17.4212, -24.1296, -5.2524], [-17.7511, -24.4863, -8.1759], [-17.9574, -23.0767, -7.3613], [-19.3812, -25.4399, -6.8544], [-16.1389, -21.0253, -10.5948], [-16.1368, -22.5326, -10.3380], [-16.9856, -22.7995, -9.2286], [-17.0921, -20.6402, -10.9569], [-15.2736, -20.7479, -11.1968], [-15.9014, -20.4496, -9.7002], [-15.1189, -22.7469, -10.0121], [-16.2918, -23.1325, -11.2348], [-16.5467, -23.4937, -8.7316]], "mulliken_charge": [-1.013, -0.491, 0.260, 0.366, 0.333, 0.259, -1.491, -0.882, 0.283, 0.399, 0.246, 0.031, -1.294, 0.396, -0.989, -0.502, 0.881, -0.132, 0.690, 0.241, 0.623, 0.820, 0.411, -0.676, -0.551, -0.597, 0.118, -0.422, 0.324, 0.362, 0.320, 0.379, -0.565, 1.553, -0.704, -0.575, 0.066, 0.398, -0.418, -0.257, 0.378, 0.355, -1.520, 1.011, -0.528, 0.276, 0.419, 0.380, 0.419, -0.431, 0.352, -1.189, -0.255, -0.343, 0.333, 0.508, 0.382, 0.564, 0.254, 0.433]}

---

No. 3
{"formula": "C12H38O16PPd2", "method": "ωB97M-V/def2-TZVPD", "max_force_ev_per_a": 4.06, "e_tot_ev": -62055.113, "spin_multiplicity": 5, "orbital_gap_ev": [6.7, 2.7], "charge": 1, "e_lumo_ev": [-4.8, -8.8], "homo_energy_ev": [-11.5, -11.5], "symbols": ["Pd", "Pd", "P", "O", "O", "O", "O", "C", "C", "O", "O", "H", "H", "H", "H", "H", "H", "C", "C", "O", "O", "H", "H", "H", "H", "H", "H", "C", "C", "O", "O", "H", "H", "H", "H", "H", "H", "C", "C", "O", "O", "H", "H", "H", "H", "H", "H", "C", "C", "O", "O", "H", "H", "H", "H", "H", "H", "C", "O", "H", "H", "H", "H", "C", "O", "H", "H", "H", "H"], "xyz": [[2.5294, 2.2591, -0.2015], [1.1206, -0.9968, -1.8320], [0.6518, 0.4503, 0.3944], [0.7992, 1.9071, 0.8473], [1.9933, 0.2160, -0.4139], [-0.3031, 0.1130, -0.7414], [0.5401, -0.6855, 1.4233], [0.8361, 0.0685, -4.7419], [1.9616, 0.9310, -4.1749], [2.7163, 0.2573, -3.1215], [0.0319, -0.3158, -3.7125], [1.2858, -0.8123, -5.2001], [0.2863, 0.6798, -5.4576], [1.5213, 1.8884, -3.8963], [2.6060, 1.1373, -5.0295], [3.3328, 0.8552, -2.6923], [-0.8931, -0.2244, -3.9525], [-1.6015, 3.7878, -0.2353], [-2.1090, 2.9860, -1.3773], [-1.1003, 2.2740, -1.9661], [-1.4035, 3.1670, 1.0181], [-2.3932, 4.5068, -0.0251], [-0.7265, 4.3301, -0.5938], [-2.4248, 3.7007, -2.1372], [-2.8626, 2.2623, -1.0667], [-0.9395, 1.4816, -1.4487], [-0.5738, 2.7086, 0.8661], [2.3101, -1.6051, 3.9239], [1.0162, -1.4213, 4.7683], [-0.1605, -1.3888, 3.9689], [2.4422, -0.5124, 3.0856], [2.1611, -2.5041, 3.3259], [3.2600, -1.8360, 4.4061], [1.0667, -0.5231, 5.3839], [0.8696, -2.2613, 5.4472], [0.1757, -1.1605, 3.0991], [1.7607, -0.5391, 2.4100], [2.7424, -3.3724, -0.0895], [3.9493, -2.5548, 0.4121], [4.0498, -1.4065, -0.4286], [1.6321, -2.5510, -0.2307], [2.5515, -4.1878, 0.6083], [2.8556, -3.7125, -1.1189], [4.8389, -3.1821, 0.3556], [3.8024, -2.2345, 1.4436], [3.3215, -0.7930, -0.3069], [1.3494, -2.3371, 0.6615], [-2.7448, -1.8937, 1.2865], [-3.1059, -0.5109, 0.7696], [-2.8282, -0.2818, -0.5959], [-1.5066, -2.4083, 0.7333], [-3.4453, -2.7166, 1.1441], [-2.6150, -1.8395, 2.3674], [-2.6976, 0.3182, 1.3476], [-4.1735, -0.3129, 0.8656], [-1.8859, -0.0983, -0.5886], [-0.8656, -1.7070, 0.8709], [-0.9183, 1.8992, 3.9098], [0.4392, 2.3201, 3.5631], [-1.5747, 2.7436, 3.6996], [-1.2547, 1.0634, 3.2963], [-1.0365, 1.6776, 4.9704], [0.5935, 1.9372, 2.6964], [-3.7809, 0.3080, -3.8979], [-2.7422, -0.5843, -3.3984], [-4.7724, 0.1730, -3.4658], [-3.4478, 1.3414, -3.8019], [-3.8672, 0.1829, -4.9772], [-2.6459, -0.4609, -2.4512]], "mulliken_charge": [0.355, -0.208, 3.214, -1.528, -0.719, 0.930, 0.085, -0.369, -0.520, -0.426, -0.230, 0.356, 0.384, 0.356, 0.437, 0.232, 0.148, -0.829, -0.096, -0.482, -0.407, 0.422, 0.241, 0.423, 0.191, 0.017, 0.098, -0.536, -0.478, -0.530, -0.610, 0.180, 0.487, 0.235, 0.394, 0.129, 0.400, -0.378, -0.318, -0.602, -0.189, 0.301, 0.339, 0.405, 0.175, 0.423, -0.020, -0.269, -0.427, -0.655, -0.584, 0.360, 0.262, 0.048, 0.453, -0.075, 0.113, -0.376, -0.626, 0.258, 0.011, 0.319, 0.295, -0.701, -0.629, 0.312, 0.225, 0.332, 0.472]}